This record from the Open Molecules 2025 dataset describes the ion C17H37BrN5O7P2S2 with charge +1. The level of theory is ωB97M-V with the def2-TZVPD basis set.

Element x y z (Å)
C: 2.79 0.32 1.04
O: -3.17 0.66 -3.02
H: 3.59 0.21 0.19
C: -0.76 2.04 0.18
H: 0.90 5.06 1.91
H: 1.28 -3.25 1.99
H: 5.63 -0.46 2.72
C: -0.57 3.81 -3.10
H: -4.60 -2.23 1.63
C: -0.88 -2.62 2.78
N: -0.38 -1.37 0.48
H: -1.75 5.74 -0.73
H: -0.60 -1.23 -4.89
H: -2.21 5.35 1.12
O: -1.48 1.32 -4.90
H: -0.88 -1.90 -3.15
C: -1.86 4.90 0.07
H: 1.14 2.72 -2.08
P: -0.21 3.89 0.35
H: 3.34 -1.51 -1.16
H: 0.77 2.04 -3.79
C: 0.01 -0.19 -0.17
N: -1.90 1.94 1.23
N: 2.40 -1.80 -1.51
H: -3.11 -1.05 1.09
C: -0.47 -1.26 1.99
H: 0.99 -3.48 3.84
H: 2.31 -0.71 1.30
C: 0.23 2.43 -2.80
H: -0.62 -3.62 0.22
H: -2.36 -1.72 -4.43
H: 4.38 1.66 2.21
C: -3.92 -1.84 0.76
H: 1.75 2.23 1.67
H: 4.24 -0.87 4.02
O: 0.19 4.92 -3.29
N: 0.14 0.01 -1.65
O: 0.22 4.30 1.98
H: 2.61 -2.56 -2.21
H: 0.50 -0.83 2.50
O: -2.09 -2.36 -0.89
H: -1.06 -2.32 3.92
C: 3.65 0.76 2.40
H: 1.09 -5.87 1.65
S: 0.05 -5.42 2.51
H: 2.04 2.15 -0.18
H: -1.33 -0.46 2.23
H: -1.50 1.74 2.18
S: -1.72 0.54 -3.55
C: -0.72 -2.60 -0.34
H: -4.59 -1.28 -0.05
H: 4.11 -1.53 2.24
H: -0.04 -2.72 -1.32
O: -1.45 1.73 -1.08
C: 0.46 -3.60 2.79
H: 2.85 0.95 3.25
H: -2.74 -3.91 0.59
C: -3.11 -3.02 -0.07
Br: -2.55 4.07 -3.29
H: -2.59 1.23 0.92
C: -0.60 1.20 -2.14
P: 1.64 -0.41 -2.41
O: 2.91 0.82 -2.24
N: 0.25 1.04 0.67
C: -1.38 -1.25 -3.98
H: 3.12 1.04 -3.20
H: -3.91 -3.48 -0.83
C: 1.66 1.51 0.72
C: 4.47 -0.61 2.88
H: -1.86 -3.15 2.43
H: -2.74 4.15 -0.22

Results
E_tot = -150284.1423 eV
LUMO energy = -4.77 eV
HOMO = -10.932 eV
HOMO-LUMO gap = 6.16 eV
SMILES string = CCCCN1C(N(CCCS)COCC)=[N+](P(N)O)[C@@](CC(=O)Br)(S(C)(=O)=O)O[C@]1(N)P(C)O
energy above the lowest of the compared OMol25 structures with the same formula, charge and spin = 1163.6 kJ/mol
total charge = +1

This record from the Open Molecules 2025 dataset describes a structure of composition C17H37NNdSi4. The level of theory is ωB97M-V with the def2-TZVPD basis set.

Element x y z (Å)
H: 4.00 -0.39 1.12
C: -3.63 2.48 0.34
Si: -0.25 -2.50 0.76
H: -1.47 -4.28 -0.39
C: 0.92 0.32 3.53
C: 3.05 -2.01 -1.56
C: -3.58 1.20 1.01
H: -1.14 -1.88 2.98
C: 0.69 -0.92 -3.15
H: 1.54 -3.14 2.33
C: -1.76 2.50 1.76
Si: 1.82 -0.60 -1.69
H: 3.29 0.88 -2.97
H: 1.28 2.80 1.40
C: -1.05 -3.32 -0.72
C: -2.43 1.20 1.89
H: -4.25 0.36 0.85
H: -1.85 -2.68 -1.11
C: -1.34 2.74 -2.12
H: -3.15 -0.18 -2.36
H: 1.57 0.77 4.30
Si: 1.81 0.42 1.89
C: 2.20 2.22 1.52
H: 3.48 1.15 -1.21
Si: 0.57 -0.46 0.20
H: -0.33 2.38 -2.38
H: -4.16 1.52 -3.85
H: -3.31 3.20 -3.98
H: 1.31 -0.99 -4.05
H: -0.82 2.78 2.22
C: -1.55 -2.36 2.09
H: -2.25 4.27 0.44
C: 3.43 -0.50 2.05
H: -1.53 3.78 -2.12
N: -2.44 0.54 -2.13
C: 2.76 0.99 -2.01
C: 1.12 -3.59 1.42
C: -3.39 2.21 -3.54
H: 2.79 2.62 2.36
H: -0.02 0.88 3.50
H: 3.72 -1.85 -0.70
H: -2.06 0.36 2.47
H: -0.01 -0.09 -3.26
H: -2.41 -1.78 1.71
H: 0.14 -1.85 -3.01
H: 2.79 2.30 0.60
H: 4.00 -0.04 2.87
H: 2.05 1.83 -2.07
C: -2.42 1.81 -2.63
H: 0.73 -0.72 3.79
Nd: -1.46 1.27 -0.29
H: 3.26 -1.55 2.27
H: 2.50 -2.95 -1.44
H: 3.64 -2.04 -2.49
H: -0.30 -3.50 -1.49
H: -1.89 -3.37 2.35
H: 1.91 -3.72 0.67
H: -4.34 2.76 -0.43
H: 0.69 -4.57 1.67
C: -2.51 3.27 0.79

Results
E_tot = -66507.8350 eV
spin multiplicity = 4
LUMO energy (spin up / spin down) = 2.64 / 2.65 eV
HOMO (spin up / spin down) = -3.114 / -3.088 eV
HOMO-LUMO gap (spin up / spin down) = 5.76 / 5.73 eV
total charge = -1
⟨S²⟩ = 3.75

This record from the Open Molecules 2025 dataset describes a cluster of 5 separate species, C17H38N2O5P in total. The level of theory is ωB97M-V with the def2-TZVPD basis set.

Element x y z (Å)
C: -0.59 1.87 4.11
O: 0.18 1.02 2.03
O: 6.88 0.97 -3.63
C: -1.91 -4.23 3.64
C: 6.06 1.85 -3.58
H: -6.61 0.11 -3.50
H: 2.07 4.23 0.29
H: 3.72 1.10 0.62
H: -2.00 -2.88 1.98
H: 0.06 1.89 4.99
H: -1.23 -6.26 3.54
H: -1.31 -4.48 1.59
H: -0.49 -0.93 -2.41
H: 1.47 1.07 -3.26
N: -0.21 -0.69 -0.35
C: -0.14 -0.62 3.74
C: -4.54 1.29 -2.01
P: 1.40 0.38 -2.06
C: -1.99 -5.67 4.06
C: -0.15 0.77 3.18
C: 1.80 3.20 0.57
H: -1.87 -5.76 5.13
H: 2.25 0.12 1.01
H: 2.56 2.79 1.24
H: 4.55 2.52 -4.96
C: -4.93 -0.16 -2.21
N: 2.22 1.19 -0.84
H: -7.02 -0.02 -1.81
H: 2.19 -0.76 -2.22
O: -1.73 -3.34 4.44
C: -2.07 -3.95 2.16
C: 1.56 2.41 -0.65
H: -4.74 1.86 -2.92
H: 0.85 3.22 1.11
H: -0.10 0.03 0.36
H: 3.44 -0.41 -0.23
H: -0.97 0.70 -1.88
H: 4.32 2.07 -2.34
H: -1.35 -1.87 0.96
C: -1.41 -1.48 -0.05
C: 5.63 2.62 -4.80
C: 2.94 0.44 0.22
H: 6.16 2.25 -5.68
H: 0.51 -0.65 4.62
H: -6.53 -1.48 -2.70
H: -1.46 -2.33 -0.74
H: -3.49 1.37 -1.74
C: -6.36 -0.42 -2.58
O: -4.13 -1.06 -2.08
C: 5.40 2.24 -2.27
H: -1.60 1.66 4.47
H: -3.04 -4.32 1.81
H: 0.21 -1.34 3.00
H: -5.16 1.74 -1.22
O: 0.79 2.70 -1.55
H: -0.56 2.84 3.61
H: 5.83 3.69 -4.67
H: 5.55 3.30 -2.07
H: -1.13 -0.91 4.09
C: -0.27 -0.13 -1.69
H: -2.35 -0.92 -0.16
H: 5.82 1.64 -1.46
H: -2.96 -6.09 3.76

Results
E_tot = -40745.5569 eV
LUMO energy = -2.15 eV
HOMO = -11.818 eV
HOMO-LUMO gap = 9.67 eV
energy above the lowest of the compared OMol25 structures with the same formula, charge and spin = 0.0 kJ/mol
total charge = +1

This record from the Open Molecules 2025 dataset describes a structure of composition C17H39F6O9Y. The level of theory is ωB97M-V with the def2-TZVPD basis set.

Element x y z (Å)
H: -0.60 -0.85 -4.43
H: -3.37 2.94 1.98
H: 0.24 -2.37 -2.83
H: 2.94 0.00 0.20
F: 1.90 0.50 4.84
H: -3.75 0.99 0.46
H: -4.37 0.74 -2.24
C: 4.50 -1.44 -0.17
H: 1.19 2.90 0.13
O: -0.96 -3.04 -0.40
H: 1.24 -3.62 6.63
O: 0.27 -1.44 -2.59
H: 4.43 -1.82 0.85
H: -2.17 0.51 -1.98
H: -0.89 5.64 -2.43
H: 0.30 -4.63 0.02
C: 1.98 2.72 -1.83
H: 2.18 -3.25 4.32
H: -5.31 -0.68 -2.66
C: 1.23 -0.92 3.03
H: -4.13 -0.10 -3.80
H: -3.01 -1.98 -2.69
H: -3.60 1.51 2.98
H: 1.59 0.23 -5.18
H: -2.21 4.90 -1.56
Y: -0.23 -0.89 -0.27
H: 2.39 -0.64 -3.88
C: -3.29 -1.13 -2.07
H: -2.18 1.72 0.26
O: 0.63 -0.83 1.87
O: -2.11 -0.41 -1.67
F: 1.40 1.47 2.97
H: -2.67 -0.62 1.79
H: -1.39 -4.89 0.40
C: 0.62 -3.21 5.83
H: -1.97 2.16 2.66
H: -0.90 -4.88 -1.31
C: -4.32 -0.23 -2.73
H: 2.11 -1.81 5.31
C: 1.08 0.43 3.76
H: -1.53 6.34 -0.84
H: 3.18 -0.34 -1.53
C: 3.19 -0.77 -0.53
H: 2.31 -2.51 -0.96
C: 1.54 -0.66 -4.56
C: 0.83 2.52 -0.86
C: -2.79 1.15 0.97
C: -2.95 1.96 2.23
H: 5.32 -0.72 -0.19
F: 3.12 2.21 -1.35
H: -0.73 4.40 0.37
F: -0.16 0.65 4.22
C: -0.33 4.60 -0.63
H: -3.71 -1.58 -1.17
H: 0.66 5.07 -0.56
C: -0.72 -4.41 -0.33
O: 0.64 -1.92 3.84
O: -2.13 -0.08 1.21
O: 2.10 -1.72 -0.46
H: 1.56 -1.54 -5.19
O: 0.48 1.25 -0.77
H: -0.01 -3.98 5.39
H: 2.32 -1.07 2.91
F: 1.76 2.10 -3.02
H: -0.01 -2.44 6.29
H: 0.11 0.41 -3.39
O: -0.26 3.32 -1.26
C: 1.48 -2.54 4.79
F: 2.19 4.01 -2.10
H: 4.76 -2.24 -0.87
C: 0.24 -0.60 -3.76
C: -1.27 5.46 -1.43

Results
E_tot = -54041.1310 eV
LUMO energy = 0.19 eV
HOMO = -8.336 eV
HOMO-LUMO gap = 8.52 eV
energy above the lowest of the compared OMol25 structures with the same formula, charge and spin = 56.8 kJ/mol